C33H33EuIN4O4S2 as an isolated structure in a non-equilibrium geometry. Source: OMol25; level of theory: ωB97M-V/def2-TZVPD.

```
! wB97M-V def2-TZVPD RIJCOSX def2/J DEFGRID3
* xyz 0 8
Eu -0.607 -1.039 0.331
I 1.229 -3.387 1.198
S -2.516 1.849 -1.803
S -0.316 3.588 -0.858
O -0.980 -1.513 -1.648
O 0.251 -0.245 2.110
O 1.996 -0.530 4.005
O 3.214 0.547 -4.504
N -0.922 1.276 0.220
N -1.428 0.197 -4.815
N 0.106 1.795 1.037
N 1.603 -0.855 -0.687
C -2.853 -3.080 0.492
C -1.034 3.970 -2.481
C 3.168 1.355 4.708
C 1.588 1.592 2.886
C 2.754 -1.055 0.027
C -3.612 -0.826 0.987
C -1.609 -2.103 3.963
C -2.949 -1.241 -3.594
C 3.904 -0.247 -0.096
C -1.216 2.116 -0.700
C -2.483 3.529 -2.477
C 1.905 2.952 2.838
C 5.027 -0.456 0.680
C 0.587 1.022 1.953
C -2.259 -2.029 2.611
C -3.541 -1.920 0.133
C -2.807 -4.252 -0.446
C 2.829 3.511 3.695
C -1.611 -0.572 -3.728
C 5.076 -1.477 1.623
C 2.232 0.789 3.842
C -0.664 -0.755 -2.734
C -0.229 0.784 -4.916
C -4.475 0.361 0.660
C 2.082 1.387 -4.256
C -2.234 -3.123 1.740
C 2.858 -2.084 0.981
C 0.803 0.649 -4.013
C 3.971 -2.300 1.772
C 3.463 2.699 4.635
C -2.929 -0.880 2.205
C 1.700 -0.349 -1.960
C 0.622 -0.161 -2.854
H -2.354 -2.350 4.723
H -2.973 -0.030 2.877
H -4.066 -1.895 -0.813
H 3.044 0.073 -5.324
H 2.363 1.979 -3.382
H -0.834 -2.869 3.989
H 4.190 3.123 5.316
H -3.514 -0.829 -2.751
H 2.690 -0.168 -2.368
H 3.057 4.566 3.639
H -1.756 -4.042 2.061
H 3.646 0.709 5.433
H 3.877 0.578 -0.795
H 1.305 -0.784 3.364
H -0.940 5.042 -2.648
H -3.985 1.295 0.936
H -0.085 1.417 -5.789
H 1.401 3.560 2.098
H -4.714 0.401 -0.400
H 5.878 0.203 0.557
H -0.473 3.427 -3.243
H -3.801 -4.689 -0.560
H -2.900 3.480 -3.482
H -2.463 -3.929 -1.430
H 5.955 -1.632 2.233
H -2.843 -2.311 -3.411
H 3.978 -3.101 2.499
H -1.154 -1.151 4.230
H 1.934 2.077 -5.095
H -5.411 0.293 1.219
H -3.095 4.180 -1.853
H -3.520 -1.081 -4.506
H -2.132 -5.027 -0.084
*
```

The value obtained for the gap between HOMO and LUMO (spin up / spin down) is 4.9 / 7.0 eV. The relative energy (zero: lowest compared OMol25 entry of this formula, charge and spin) comes out at 56.2 kJ/mol. The calculation puts the strongest force on any atom at 0.1156 Eh/bohr. As for the LUMO energy (spin up / spin down): -0.76 / -0.69 eV. The highest occupied orbital energy (spin up / spin down) is -5.6 / -7.7 eV.

***

One molecule with the formula C4H9NO. Source: OMol25; level of theory: ωB97M-V/def2-TZVPD.

```
! wB97M-V def2-TZVPD RIJCOSX def2/J DEFGRID3
* xyz 0 1
O -1.282 1.845 2.095
N 0.153 -0.636 -0.150
C 1.578 -0.351 -0.226
C -0.707 0.655 1.744
C -0.390 -1.001 -1.440
C -0.608 0.385 0.444
H 1.958 -0.110 0.769
H -0.280 -0.198 -2.198
H -1.348 2.285 1.240
H 0.129 -1.891 -1.800
H 1.817 0.492 -0.902
H 2.089 -1.248 -0.590
H -0.410 0.008 2.561
H -1.245 0.995 -0.209
H -1.454 -1.230 -1.338
*
```

The value obtained for the gap between HOMO and LUMO is 8.9 eV. The relative energy (zero: lowest compared OMol25 entry of this formula, charge and spin) comes out at 226.8 kJ/mol. The calculation puts the strongest force on any atom at 0.0129 Eh/bohr. The SMILES is CN(C)/C=C/O. As for the LUMO energy: 1.01 eV. The highest occupied orbital energy is -7.9 eV.

***

C17H27GaS4Se as an isolated structure. Source: OMol25; level of theory: ωB97M-V/def2-TZVPD.

```
! wB97M-V def2-TZVPD RIJCOSX def2/J DEFGRID3
* xyz 2 1
Se 0.655 -1.512 1.109
Ga -0.042 -0.372 -0.756
S -0.032 2.118 -1.224
S -2.214 -0.235 -1.943
S -0.181 -2.649 -2.056
S 2.120 -0.229 -2.145
C -1.041 -0.767 3.296
C -1.661 -0.834 -3.553
C 2.436 0.678 2.515
C -2.470 1.520 -2.216
C -1.203 -0.272 4.585
C 0.952 0.754 4.527
C -2.193 -1.519 2.678
C 0.180 -0.516 2.657
C 1.957 -1.474 -3.442
C 1.947 1.319 -3.039
C -1.328 -2.312 -3.406
C 1.541 2.401 -2.052
C -0.400 0.914 6.649
C -1.216 2.295 -2.564
C -0.211 0.456 5.227
C 1.426 -2.769 -2.848
C 1.171 0.288 3.238
H 1.241 1.194 -3.859
H 1.482 3.371 -2.546
H 2.948 -1.657 -3.859
H -2.905 1.878 -1.281
H -2.037 -1.742 1.626
H -2.366 -2.464 3.194
H 2.914 1.586 -3.468
H -1.283 1.549 6.737
H 0.462 1.471 7.009
H -2.482 -0.705 -4.259
H -2.136 -0.465 5.103
H 2.269 2.496 -1.245
H -3.105 -0.928 2.774
H 1.371 -3.542 -3.615
H -2.227 -2.880 -3.167
H -1.467 3.352 -2.649
H 1.711 1.366 5.001
H 3.048 1.319 3.146
H -0.920 -2.718 -4.332
H -3.231 1.636 -2.988
H 3.036 -0.188 2.233
H 2.086 -3.144 -2.063
H 2.204 1.231 1.599
H -0.768 1.976 -3.503
H -0.553 0.058 7.307
H 1.323 -1.083 -4.238
H -0.807 -0.248 -3.893
*
```

The value obtained for the gap between HOMO and LUMO is 7.1 eV. The relative energy (zero: lowest compared OMol25 entry of this formula, charge and spin) comes out at 54.8 kJ/mol. The calculation puts the strongest force on any atom at 0.0145 Eh/bohr. As for the LUMO energy: -6.47 eV. The highest occupied orbital energy is -13.5 eV.

***

C31H28AsInN8S4 as an isolated structure. Source: OMol25; level of theory: ωB97M-V/def2-TZVPD.

```
! wB97M-V def2-TZVPD RIJCOSX def2/J DEFGRID3
* xyz 0 1
In 0.231 0.221 0.295
As -0.920 -2.426 1.210
S 3.742 0.410 -3.152
S -0.443 -2.229 -2.536
S 2.392 -0.659 -0.652
S -2.095 0.384 -0.413
N 1.346 -3.811 -1.287
N 2.054 1.776 -1.862
N 1.270 0.648 4.611
N 0.924 0.007 2.298
N 0.011 -4.883 -2.649
N 1.513 -0.453 6.808
N -0.387 2.449 1.296
N 1.157 1.988 -0.850
C 1.668 -3.976 4.074
C -4.980 -0.224 2.311
C -2.583 -1.494 1.655
C 0.974 -3.674 2.909
C 1.897 -5.162 -1.333
C -1.773 -4.100 0.666
C -1.496 -5.326 1.261
C -3.354 -5.184 -0.799
C -4.642 -1.417 2.939
C 0.070 -2.708 5.340
C 0.314 -3.659 -2.160
C -2.150 -6.477 0.831
C -1.117 2.659 2.383
C 0.737 -5.947 -1.963
C -4.147 0.315 1.347
C 1.088 0.276 3.428
C -0.676 4.727 0.667
C -0.190 -2.907 2.950
C -1.667 3.900 2.679
C -0.165 3.461 0.453
C 2.622 0.599 -1.820
C -1.444 4.947 1.802
C 4.420 -1.236 -2.902
C 0.706 3.166 -0.702
C -3.451 -2.038 2.605
C -2.950 -0.317 0.987
C -0.629 -2.415 4.175
C 1.400 0.023 5.759
C -3.074 -6.410 -0.203
C 1.215 -3.490 5.293
C -2.710 -4.034 -0.366
H 3.628 -1.980 -2.858
H -1.941 -7.424 1.312
H -1.267 1.806 3.035
H -0.472 5.522 -0.039
H 1.922 -2.999 -1.112
H 2.141 -5.525 -0.335
H 1.084 -6.705 -2.661
H -3.191 -2.976 3.082
H 2.574 -4.567 4.026
H -0.794 -5.389 2.082
H 1.355 -4.023 1.953
H -2.248 4.034 3.580
H 1.007 3.958 -1.383
H -4.421 1.232 0.840
H -5.300 -1.861 3.675
H 2.796 -5.204 -1.952
H -0.262 -2.298 6.286
H -5.903 0.283 2.564
H -4.085 -5.122 -1.596
H 5.040 -1.421 -3.777
H -1.499 -1.775 4.229
H -1.859 5.926 1.999
H 5.031 -1.277 -2.003
H 1.766 -3.692 6.202
H -0.892 -5.023 -3.067
H 0.115 -6.419 -1.201
H -3.584 -7.306 -0.535
H -2.935 -3.083 -0.832
*
```

The value obtained for the gap between HOMO and LUMO is 7.1 eV. The relative energy (zero: lowest compared OMol25 entry of this formula, charge and spin) comes out at 51.6 kJ/mol. The calculation puts the strongest force on any atom at 0.0115 Eh/bohr. As for the LUMO energy: -0.92 eV. The highest occupied orbital energy is -8.0 eV.

***

A 3-piece molecular cluster, C23H48N3S overall in a non-equilibrium geometry. Source: OMol25; level of theory: ωB97M-V/def2-TZVPD.

```
! wB97M-V def2-TZVPD RIJCOSX def2/J DEFGRID3
* xyz 1 1
S 5.040 0.057 -1.650
N 0.295 -4.315 -1.717
N -5.413 1.587 3.029
N 5.813 1.396 -2.410
C 7.080 2.929 -0.887
C -4.233 0.826 2.637
C -0.363 -3.026 -1.899
C 1.768 3.781 -2.232
C -5.975 0.614 5.325
C 0.307 -5.023 -4.173
C 6.959 2.408 0.637
C 2.415 1.231 -1.914
C -0.500 -5.363 -1.084
C -5.180 2.961 3.462
C -3.119 0.660 3.670
C -0.562 2.154 0.771
C 2.652 2.560 -2.665
C 7.196 1.651 -1.888
C -0.928 -2.436 -0.612
C 1.071 -4.736 -2.882
C -4.425 3.807 2.444
C 0.518 2.312 -0.423
C 1.353 1.062 -0.787
C 0.680 3.694 -1.122
C -1.816 -5.758 -1.753
C 3.273 -0.066 -2.287
C -6.368 0.871 3.872
H 6.174 3.555 -1.234
H 7.987 2.515 1.145
H -2.892 1.590 4.198
H 1.667 -5.618 -2.621
H -6.853 0.288 5.891
H -1.066 1.128 0.767
H -6.622 -0.085 3.400
H -4.540 -0.167 2.289
H 6.661 1.305 0.594
H -5.235 -0.183 5.408
H 4.928 0.285 -0.272
H 1.921 4.794 -2.742
H 7.832 2.011 -2.782
H -4.370 4.842 2.792
H 3.333 -0.259 -3.409
H -5.586 1.507 5.819
H -2.200 0.340 3.169
H 7.988 3.616 -0.946
H 1.220 0.055 -0.274
H -4.931 3.806 1.475
H -1.653 -6.410 -2.612
H -2.434 -6.316 -1.044
H 0.051 4.602 -0.858
H -2.398 -4.893 -2.078
H 5.764 1.360 -3.437
H 1.811 -3.954 -3.095
H -1.751 -3.034 -0.215
H 6.161 3.015 1.189
H -6.148 3.447 3.623
H -3.398 3.458 2.303
H -0.155 -2.352 0.157
H -1.165 -3.082 -2.643
H -0.406 -4.235 -4.423
H -1.324 3.016 0.753
H 0.060 2.248 1.741
H -4.646 3.000 4.418
H -0.723 -5.051 -0.058
H 3.418 2.693 -3.514
H -3.801 1.297 1.747
H -7.307 1.437 3.872
H 0.115 -6.261 -0.960
H 2.795 -0.975 -1.771
H -3.361 -0.107 4.406
H -0.223 -5.975 -4.125
H -1.319 -1.434 -0.807
H 1.012 -5.097 -5.008
H 7.699 0.747 -1.407
H 0.372 -2.308 -2.283
*
```

The value obtained for the gap between HOMO and LUMO is 6.2 eV. The calculation puts the strongest force on any atom at 0.1011 Eh/bohr. As for the LUMO energy: -3.38 eV. The highest occupied orbital energy is -9.6 eV.

***

Among the records above, which one has the highest strongest force on any atom?
C33H33EuIN4O4S2

***

Which of these has the highest strongest force on any atom?
C33H33EuIN4O4S2

***

What did the fourth record say?
C31H28AsInN8S4 as an isolated structure. Source: OMol25; level of theory: ωB97M-V/def2-TZVPD.

```
! wB97M-V def2-TZVPD RIJCOSX def2/J DEFGRID3
* xyz 0 1
In 0.231 0.221 0.295
As -0.920 -2.426 1.210
S 3.742 0.410 -3.152
S -0.443 -2.229 -2.536
S 2.392 -0.659 -0.652
S -2.095 0.384 -0.413
N 1.346 -3.811 -1.287
N 2.054 1.776 -1.862
N 1.270 0.648 4.611
N 0.924 0.007 2.298
N 0.011 -4.883 -2.649
N 1.513 -0.453 6.808
N -0.387 2.449 1.296
N 1.157 1.988 -0.850
C 1.668 -3.976 4.074
C -4.980 -0.224 2.311
C -2.583 -1.494 1.655
C 0.974 -3.674 2.909
C 1.897 -5.162 -1.333
C -1.773 -4.100 0.666
C -1.496 -5.326 1.261
C -3.354 -5.184 -0.799
C -4.642 -1.417 2.939
C 0.070 -2.708 5.340
C 0.314 -3.659 -2.160
C -2.150 -6.477 0.831
C -1.117 2.659 2.383
C 0.737 -5.947 -1.963
C -4.147 0.315 1.347
C 1.088 0.276 3.428
C -0.676 4.727 0.667
C -0.190 -2.907 2.950
C -1.667 3.900 2.679
C -0.165 3.461 0.453
C 2.622 0.599 -1.820
C -1.444 4.947 1.802
C 4.420 -1.236 -2.902
C 0.706 3.166 -0.702
C -3.451 -2.038 2.605
C -2.950 -0.317 0.987
C -0.629 -2.415 4.175
C 1.400 0.023 5.759
C -3.074 -6.410 -0.203
C 1.215 -3.490 5.293
C -2.710 -4.034 -0.366
H 3.628 -1.980 -2.858
H -1.941 -7.424 1.312
H -1.267 1.806 3.035
H -0.472 5.522 -0.039
H 1.922 -2.999 -1.112
H 2.141 -5.525 -0.335
H 1.084 -6.705 -2.661
H -3.191 -2.976 3.082
H 2.574 -4.567 4.026
H -0.794 -5.389 2.082
H 1.355 -4.023 1.953
H -2.248 4.034 3.580
H 1.007 3.958 -1.383
H -4.421 1.232 0.840
H -5.300 -1.861 3.675
H 2.796 -5.204 -1.952
H -0.262 -2.298 6.286
H -5.903 0.283 2.564
H -4.085 -5.122 -1.596
H 5.040 -1.421 -3.777
H -1.499 -1.775 4.229
H -1.859 5.926 1.999
H 5.031 -1.277 -2.003
H 1.766 -3.692 6.202
H -0.892 -5.023 -3.067
H 0.115 -6.419 -1.201
H -3.584 -7.306 -0.535
H -2.935 -3.083 -0.832
*
```

The value obtained for the gap between HOMO and LUMO is 7.1 eV. The relative energy (zero: lowest compared OMol25 entry of this formula, charge and spin) comes out at 51.6 kJ/mol. The calculation puts the strongest force on any atom at 0.0115 Eh/bohr. As for the LUMO energy: -0.92 eV. The highest occupied orbital energy is -8.0 eV.

***

Which formula does entry 2 have?
C4H9NO